The following is a DFT calculation (wB97M-V/def2-TZVPD) of a structure of composition C27H36FS5SeW in a non-equilibrium geometry.

As for the charge: +1. Its electronic energy is -152642.89593 eV. Its strongest force on any atom is 3.9 eV/Å. Its energy above the lowest of the compared OMol25 structures with the same formula, charge and spin is 0.0 kcal per mole.

CARTESIAN COORDINATES (ANGSTROEM)
W 0.696 -0.089 -0.315
C 0.525 1.110 1.607
C -0.755 0.458 1.482
C -1.357 0.966 0.279
C -0.448 1.928 -0.280
C 0.694 2.060 0.565
C 1.740 3.157 0.516
C 2.977 2.770 1.333
C 1.076 4.397 1.140
C 2.157 3.444 -0.931
C -2.718 0.695 -0.365
C -2.825 -0.793 -0.756
C -3.871 1.132 0.555
C -2.897 1.514 -1.654
C -1.305 -0.221 2.743
C -0.159 -0.820 3.580
C -1.932 0.921 3.567
C -2.319 -1.351 2.543
H 1.150 1.087 2.493
H -0.715 2.643 -1.048
H 2.734 2.629 2.383
H 3.708 3.570 1.273
H 3.445 1.864 0.946
H 0.836 4.210 2.183
H 0.157 4.648 0.617
H 1.744 5.250 1.090
H 2.517 2.532 -1.420
H 2.970 4.166 -0.932
H 1.330 3.868 -1.499
H -2.318 -1.454 -0.056
H -2.397 -0.949 -1.748
H -3.870 -1.087 -0.798
H -3.981 0.509 1.434
H -4.807 1.082 0.004
H -3.724 2.161 0.875
H -2.109 1.331 -2.381
H -2.956 2.578 -1.438
H -3.836 1.225 -2.117
H 0.425 -0.056 4.088
H 0.506 -1.434 2.972
H -0.588 -1.458 4.348
H -1.217 1.732 3.697
H -2.211 0.550 4.550
H -2.818 1.323 3.087
H -1.834 -2.244 2.157
H -3.139 -1.091 1.888
H -2.746 -1.603 3.510
F -0.432 -0.895 -6.412
C -0.227 -0.676 -5.111
C 0.078 0.603 -4.679
C 0.279 0.826 -3.328
C 0.170 -0.197 -2.369
C -0.087 -1.491 -2.875
C -0.292 -1.736 -4.222
H 0.157 1.401 -5.399
H 0.560 1.831 -3.022
H -0.117 -2.352 -2.207
H -0.502 -2.732 -4.580
C 2.474 -6.092 -1.873
S 1.285 -4.930 -1.151
C 2.225 -4.114 0.074
C 1.753 -3.011 0.696
S 0.177 -2.289 0.387
S 2.710 -2.348 2.013
C 4.073 -3.430 1.830
S 5.417 -3.309 2.727
S 3.809 -4.658 0.597
H 1.879 -6.822 -2.415
H 3.038 -6.590 -1.087
H 3.128 -5.555 -2.557
Se 2.910 -0.291 -0.805